Record 1
C10H18CoF6N2O8S2 | wB97M-V/def2-TZVPD

XYZ file:
```
47
Properties=species:S:1:pos:R:3:forces:R:3:lowdin_charge:R:1
Co -0.8656 0.0807 -0.1659 0.13 -1.08 0.12 0.772
C -4.5668 0.0451 1.2255 1.37 -1.07 -1.65 0.025
C -3.1390 0.0756 0.6893 -0.80 -0.25 -0.64 -0.678
O -2.8223 0.7950 -0.3057 -0.28 0.37 0.33 -0.054
O -2.2932 -0.7327 1.1452 0.62 -0.26 0.46 -0.043
H -5.0168 -0.8031 0.6625 -0.04 0.62 0.44 0.108
H -5.0277 0.9622 0.9791 -0.80 0.85 -0.13 0.065
H -4.5551 -0.1845 2.2575 -0.14 -0.16 1.05 0.065
C -1.5372 -0.6041 -4.2270 -1.10 -0.76 0.96 -0.568
F -2.0025 -1.8112 -4.6606 0.60 1.24 -0.01 0.107
F -0.9344 0.0798 -5.1842 -0.12 -0.60 0.29 0.160
F -2.6260 0.1156 -3.8115 1.63 -1.04 -0.17 0.114
S -0.2622 -1.0368 -2.8015 -2.87 2.02 1.10 0.666
O -0.9461 -1.7756 -1.7382 0.37 0.30 -1.14 -0.299
O 0.8915 -1.5379 -3.4185 1.08 -0.64 -0.70 -0.227
N -0.1519 0.4396 -2.1041 -0.80 -2.18 0.53 -0.370
S 0.8896 1.5419 -2.4225 0.96 2.18 1.40 0.597
O 1.5959 1.9249 -1.1893 -0.85 -0.51 -1.75 -0.299
O 1.5852 1.3064 -3.6340 0.70 -0.05 -0.61 -0.250
C -0.2922 2.9638 -2.7798 0.29 -3.32 0.15 -0.633
F -0.7763 3.3625 -1.6038 -0.56 0.49 -0.86 0.143
F 0.4265 3.8598 -3.3743 -0.25 1.47 -0.49 0.186
F -1.2662 2.4513 -3.6241 1.03 1.57 1.36 0.096
C -1.1655 2.6554 1.6642 -0.28 -0.90 0.38 -0.035
O -0.4354 1.4872 1.2043 0.80 1.26 1.17 -0.287
C 0.4876 1.0283 2.2508 -0.51 0.24 -0.88 -0.149
C 1.5715 0.1603 1.6336 -1.81 1.54 -2.08 -0.166
N 0.9086 -0.9085 0.8578 1.16 -1.08 -0.43 -0.051
C 1.8696 -1.7111 -0.0139 0.17 0.61 1.31 -0.128
C 3.0965 -2.2650 0.7814 -1.30 0.65 1.17 -0.137
O 2.5929 -3.0799 1.8930 -0.22 0.38 -3.27 -0.194
C 3.0226 -2.8732 3.1741 -2.01 -1.50 1.63 -0.145
H -0.4902 3.4610 1.8704 0.63 0.47 -0.19 0.088
H -1.6336 2.4163 2.6319 -0.18 -0.08 -0.34 0.104
H -1.9142 2.9628 0.9362 0.17 -0.36 -0.06 0.094
H -0.1567 0.6024 3.0149 0.20 -0.52 0.20 0.135
H 1.0327 1.8545 2.6711 -0.12 0.80 0.24 0.123
H 2.2126 -0.1073 2.4288 0.98 -0.75 0.66 0.096
H 2.0698 0.8562 0.8899 -0.18 -1.00 0.83 0.139
H 0.5722 -1.6213 1.5056 -0.32 0.27 0.09 0.128
H 2.1695 -1.0633 -0.8349 0.31 -0.04 -0.03 0.108
H 1.2954 -2.5298 -0.4144 -0.17 -0.30 -0.16 0.109
H 3.7198 -1.4434 1.1602 -0.21 -0.05 0.13 0.117
H 3.7319 -2.8295 0.1343 0.27 -0.71 -0.44 0.111
H 3.2608 -1.8675 3.3701 0.74 1.37 0.35 0.055
H 3.7828 -3.5843 3.4862 0.46 0.16 0.00 0.085
H 2.0915 -3.1187 3.7900 1.28 0.36 -0.30 0.116
```
Positions in Å, forces in eV/Å.

Multiplicity: 4
E_tot: -105623.460 eV
⟨S²⟩: 3.755

Record 2
C2H7N2O | wB97M-V/def2-TZVPD

XYZ file:
```
12
Properties=species:S:1:pos:R:3:forces:R:3:lowdin_charge:R:1
C 0.8313 -0.7562 0.3164 -2.11 2.78 -1.66 -0.057
C -0.7507 1.0471 -0.3493 -1.50 1.50 1.30 -0.047
N -0.1505 -0.1000 0.2223 4.69 -3.92 -0.08 0.126
N 1.9732 -1.3327 0.1853 3.90 -1.47 2.53 0.176
O -2.5566 -0.6814 -0.1973 11.36 2.75 -8.39 0.043
H -3.2743 -0.8745 0.0740 -14.75 -4.47 8.00 -0.107
H -0.6794 1.0643 -1.4689 0.29 -0.08 1.19 0.135
H -1.8025 0.8446 -0.0108 1.07 1.65 -0.85 0.077
H -0.2732 1.8835 0.2088 -0.46 -0.10 -1.01 0.121
H 2.5465 -1.6533 -0.6369 -2.02 0.55 0.38 0.178
H 2.6800 -1.4226 1.0273 -2.38 0.50 -1.70 0.205
H -2.9749 -0.6489 -1.1103 1.92 0.33 0.29 0.149
```
Positions in Å, forces in eV/Å.

Net charge: +1
E_tot: -7204.580 eV

Record 3
C48H49BrCl3GeMoN6O5SSi | wB97M-V/def2-TZVPD

XYZ file:
```
116
Properties=species:S:1:pos:R:3:forces:R:3:lowdin_charge:R:1
Mo -0.7898 0.1385 1.3356 0.70 -0.91 0.73 1.649
O -0.1760 -4.5833 5.6175 -0.10 0.11 0.03 0.113
C -0.2936 -3.5780 4.7365 0.11 -0.26 0.07 -0.299
C -1.1461 -2.4954 4.9054 -0.02 0.11 -0.06 0.008
C -1.1899 -1.5592 3.9004 -0.05 0.15 0.10 -0.200
N -0.4436 -1.5922 2.7872 -0.13 0.03 -0.16 -0.100
C 0.4013 -2.6232 2.6660 0.15 -0.03 0.03 -0.710
Br 1.6121 -2.7034 1.2369 -0.04 0.06 -0.06 0.924
C 0.4976 -3.6365 3.5965 -0.02 0.02 0.03 -0.039
H -0.8274 -4.4912 6.3246 0.07 -0.04 0.00 0.128
H -1.7843 -2.3935 5.7738 0.00 -0.02 -0.02 0.132
H -1.8759 -0.7274 3.9676 0.01 0.04 0.01 0.078
H 1.1827 -4.4571 3.4437 -0.03 -0.01 0.02 0.124
C 3.1404 -1.0252 4.7569 -0.16 0.08 0.09 0.000
N 1.9127 -0.3462 5.1718 0.30 -0.15 0.09 -0.092
C 1.3625 -0.3748 6.4452 0.09 -0.06 -0.20 -0.018
C 0.2410 0.3605 6.4146 0.02 0.02 -0.19 -0.030
N 0.1162 0.8390 5.1099 -0.35 0.25 0.02 0.000
C 1.1594 0.4082 4.3473 -0.09 -0.03 0.26 -0.664
S 1.4866 0.7401 2.7310 -0.15 0.01 -0.15 0.831
C -0.8472 1.7960 4.6904 0.23 -0.22 0.01 -0.261
C -1.2791 2.7355 5.6119 -0.04 0.10 0.01 0.017
C -2.2103 3.6753 5.2083 0.04 0.02 0.04 -0.023
C -2.6497 3.6475 3.8966 0.04 -0.06 0.02 -0.030
C -2.1484 2.6716 3.0581 0.02 0.01 -0.16 -0.135
N -1.2649 1.7339 3.4300 -0.31 0.13 -0.22 0.071
H 3.6587 -1.3569 5.6518 0.02 -0.03 -0.01 0.100
H 3.7683 -0.3355 4.2005 0.01 0.02 0.00 0.089
H 2.8974 -1.8763 4.1230 0.02 0.00 -0.02 0.076
H 1.8112 -0.9317 7.2483 0.02 0.01 -0.02 0.134
H -0.4909 0.5567 7.1757 -0.01 0.02 -0.01 0.130
H -0.8602 2.7516 6.6070 -0.02 0.01 0.01 0.119
H -2.5600 4.4283 5.9018 -0.01 -0.01 0.00 0.123
H -3.3652 4.3620 3.5141 0.01 0.00 0.02 0.116
H -2.4797 2.6344 2.0311 0.00 -0.03 0.12 0.050
O 1.3989 2.5895 0.1589 0.08 0.40 0.33 -0.041
C 1.7449 1.4557 -0.1101 0.04 -0.79 -0.64 -0.699
O 1.0558 0.3677 0.1371 -0.11 0.22 0.14 -0.341
C 3.1180 1.2334 -0.7413 0.11 0.02 0.09 -0.144
C 3.3922 -0.0274 -1.5670 -0.25 0.01 0.55 -0.256
Ge 3.0632 0.0014 -3.4779 -0.09 0.05 -0.28 1.002
C 4.5167 1.0078 -4.2807 0.21 0.17 -0.18 -0.261
C 4.8108 2.3078 -3.8569 0.06 -0.03 -0.03 -0.119
C 5.8191 3.0497 -4.4569 0.00 -0.06 -0.01 -0.084
C 6.5574 2.5000 -5.4965 0.00 0.02 0.01 -0.088
C 6.2897 1.2081 -5.9223 -0.03 -0.03 0.04 -0.081
C 5.2790 0.4691 -5.3178 0.04 0.06 0.02 -0.095
C 3.1039 -1.8391 -4.0978 0.01 -0.23 -0.14 -0.278
C 3.4404 -2.8907 -3.2454 0.03 -0.02 0.00 -0.113
C 3.4571 -4.2066 -3.6930 -0.01 0.06 -0.02 -0.083
C 3.1401 -4.4902 -5.0127 0.00 0.00 -0.02 -0.084
C 2.8149 -3.4571 -5.8822 0.01 0.02 0.03 -0.077
C 2.7975 -2.1453 -5.4273 -0.03 -0.06 0.07 -0.116
C 1.4011 0.7932 -4.1360 -0.18 0.20 -0.09 -0.248
C 1.3199 2.1633 -4.4040 -0.01 -0.08 0.07 -0.097
C 0.1916 2.7148 -4.9943 -0.10 -0.05 0.01 -0.098
C -0.8845 1.9024 -5.3304 0.01 0.10 0.05 -0.100
C -0.8276 0.5425 -5.0660 0.02 0.02 0.03 -0.072
C 0.3056 -0.0019 -4.4769 0.10 0.09 -0.41 -0.141
H 3.7730 1.2344 0.1387 0.09 0.04 -0.06 0.123
H 3.3492 2.1453 -1.2889 0.01 0.03 0.09 0.091
H 2.8580 -0.8647 -1.1163 0.00 -0.05 0.03 0.032
H 4.4605 -0.2639 -1.5372 -0.04 0.00 0.18 0.082
H 4.2583 2.7570 -3.0390 -0.01 0.01 -0.05 0.081
H 6.0301 4.0544 -4.1128 0.00 0.00 0.00 0.103
H 7.3428 3.0758 -5.9688 0.00 0.00 0.00 0.103
H 6.8704 0.7712 -6.7250 -0.01 0.00 0.00 0.104
H 5.0946 -0.5432 -5.6579 -0.03 0.00 -0.01 0.091
H 3.7085 -2.6890 -2.2142 -0.02 0.01 0.02 0.088
H 3.7206 -5.0082 -3.0140 0.00 0.01 0.00 0.102
H 3.1507 -5.5133 -5.3659 0.00 0.00 0.00 0.104
H 2.5739 -3.6745 -6.9150 0.00 0.01 0.00 0.105
H 2.5304 -1.3535 -6.1188 0.00 0.03 0.00 0.109
H 2.1547 2.8145 -4.1752 0.04 -0.01 -0.01 0.089
H 0.1584 3.7758 -5.2074 0.00 0.01 0.00 0.103
H -1.7584 2.3268 -5.8091 0.00 0.01 0.00 0.102
H -1.6576 -0.0994 -5.3337 -0.01 -0.01 -0.02 0.107
H 0.3399 -1.0702 -4.3077 0.16 0.38 -0.42 0.063
C 0.0503 -1.7171 -2.1084 0.11 -0.24 0.25 0.004
C -1.0592 -1.8742 -1.1335 -0.15 0.47 0.65 -0.595
O -2.0646 -2.5038 -1.3216 -0.22 -0.17 -0.16 0.101
O -0.8633 -1.2618 0.0544 0.15 -0.38 -0.44 -0.350
H -0.2679 -2.0887 -3.0775 -0.04 -0.15 0.32 0.088
H 0.9022 -2.3021 -1.7622 0.07 -0.07 0.02 0.075
H 0.3756 -0.6789 -2.1584 -0.11 -0.11 0.12 0.070
Cl -2.5537 3.8321 -2.3709 -0.24 0.15 -0.32 0.709
C -1.5453 4.1381 -0.9830 0.50 -1.08 0.43 -1.606
Cl -2.3522 5.1085 0.2441 -0.19 0.37 0.05 0.679
Cl 0.0137 4.7850 -1.4296 0.02 0.31 -0.11 0.714
C -1.3038 2.8263 -0.3225 0.01 0.26 -0.12 -0.268
N -1.1084 1.8558 0.2451 -0.65 0.65 -0.55 0.102
C -4.5075 -1.1315 3.7374 -0.11 0.10 0.27 -0.154
Si -3.8244 -1.4856 2.0371 0.30 0.41 -0.34 0.453
C -5.3034 -1.6477 0.9357 -0.20 0.06 -0.25 -0.150
C -2.9912 -3.1323 1.9068 0.23 -0.29 -0.03 -0.139
N -2.7840 -0.0634 1.5006 -0.08 0.00 0.02 -0.223
C -3.6604 0.7338 0.6579 0.20 -0.10 0.39 -0.425
C -4.5745 1.6228 1.2159 -0.10 0.04 0.00 -0.084
C -5.4902 2.2972 0.4140 0.04 0.00 0.00 -0.073
C -5.5093 2.0859 -0.9559 0.05 -0.03 0.03 -0.091
C -4.5983 1.1971 -1.5161 -0.01 0.05 0.03 -0.092
C -3.6805 0.5325 -0.7201 0.02 -0.05 -0.14 -0.069
H -5.3834 -1.7710 3.8847 0.03 0.03 0.01 0.045
H -4.8542 -0.0960 3.7928 -0.02 -0.03 0.03 0.029
H -3.8381 -1.3087 4.5795 0.01 0.01 0.00 0.008
H -5.8448 -2.5405 1.2622 -0.03 0.03 -0.02 0.047
H -5.0103 -1.7972 -0.1056 -0.02 -0.04 0.03 0.049
H -5.9860 -0.7975 0.9786 0.01 -0.03 -0.01 0.045
H -3.7906 -3.8782 1.8657 0.02 0.02 -0.02 0.052
H -2.3200 -3.4271 2.7085 0.00 -0.03 0.00 0.012
H -2.4573 -3.1734 0.9549 -0.02 -0.06 0.01 0.027
H -4.6029 1.7544 2.2909 0.01 0.00 -0.01 0.099
H -6.1994 2.9770 0.8695 -0.01 -0.01 0.00 0.108
H -6.2307 2.5966 -1.5797 0.00 0.01 0.01 0.107
H -4.6063 1.0096 -2.5825 -0.01 0.00 0.00 0.111
H -3.0049 -0.1918 -1.1597 -0.05 0.04 0.03 0.102
```
Positions in Å, forces in eV/Å.

Multiplicity: 3
Net charge: +1
E_tot: -254441.068 eV
⟨S²⟩: 2.022

Record 4
CHN4S | wB97M-V/def2-TZVPD

XYZ file:
```
7
Properties=species:S:1:pos:R:3:forces:R:3:lowdin_charge:R:1
C -0.8316 -0.5537 -0.6399 1.20 -0.38 -0.19 -0.220
N -1.8742 -0.2239 -0.0540 -3.54 -1.51 0.54 -0.462
N 1.3290 -0.6798 0.8950 1.87 3.10 -0.66 0.155
N -2.9784 -0.3366 0.4255 3.02 1.32 -0.77 -0.101
N 1.8907 0.2746 0.5810 -2.70 -5.01 1.56 -0.796
S 2.5024 1.5507 -0.0422 0.92 1.88 -0.74 0.496
H -0.0379 -0.0313 -1.1653 -0.77 0.60 0.27 -0.072
```
Positions in Å, forces in eV/Å.

Net charge: -1
E_tot: -17845.151 eV

Question: Among the records above, which one has the highest E_tot?
Answer: C2H7N2O